<w>
Density functional theory data (ωB97M-V/def2-TZVPD) for 5 unconnected molecules or ions with the total composition C5H22N2O5.

Element x y z (Å)
O1 1.12 0.02 2.96
O2 -1.81 0.57 1.47
O3 1.24 0.58 -2.12
O4 -0.39 2.28 3.03
O5 1.60 2.49 1.04
N1 -2.49 0.73 -1.94
N2 -0.15 -2.17 -1.46
C1 1.09 -2.68 -0.70
C2 -1.20 -0.03 -2.10
C3 -0.14 1.03 -1.84
C4 -1.19 -1.20 -1.10
C5 1.20 -2.05 0.66
H1 -2.63 1.00 -0.97
H2 1.55 3.16 1.72
H3 1.74 3.02 0.26
H4 -1.01 0.13 1.18
H5 0.18 -1.95 -2.39
H6 0.21 -1.86 1.08
H7 -0.25 1.82 -2.57
H8 0.20 1.64 2.56
H9 0.80 -3.74 -0.68
H10 -3.23 0.12 -2.25
H11 -1.32 1.31 1.89
H12 1.88 -2.62 -1.45
H13 1.91 0.56 2.94
H14 1.21 -0.32 -2.45
H15 0.04 1.47 -0.87
H16 -2.02 -1.75 -0.67
H17 -1.27 -0.32 -3.17
H18 -0.26 3.00 2.40
H19 1.68 -1.08 0.61
H20 -0.75 -0.60 -0.29
H21 1.74 -2.69 1.35
H22 0.75 0.11 3.86

Calculated values
**Highest occupied orbital energy**: -8.1 eV
**LUMO energy**: 0.05 eV
**Charge**: 0
**Multiplicity**: 1
**Orbital gap**: 8.19 eV

Atom charges from the Mulliken analysis, given in e for atoms 1 to 5: number 1, O, carries -0.6160; number 2, O, carries -0.6701; number 3, O, carries -0.5515; number 4, O, carries -0.7193; number 5, O, carries -0.5897

---

<x>
Density functional theory data (ωB97M-V/def2-TZVPD) for 5 unconnected molecules or ions with the total composition C5H22N2O5.

Element x y z (Å)
O1 -2.68 -2.25 0.80
O2 -3.27 0.57 -0.28
O3 -0.69 1.81 1.40
O4 -0.91 -1.62 3.36
O5 -1.57 1.60 -2.16
N1 0.96 1.86 -0.29
N2 1.17 -2.33 0.73
C1 0.80 0.59 -2.49
C2 2.05 -1.76 -0.45
C3 2.28 -0.28 -0.65
C4 0.91 0.58 -0.91
C5 0.64 2.01 1.15
H1 1.22 1.30 1.87
H2 -2.64 0.63 0.43
H3 -0.05 -1.65 3.37
H4 2.93 0.14 0.30
H5 0.41 -0.45 -2.81
H6 1.46 -2.11 -1.49
H7 1.61 -2.38 1.78
H8 -3.55 -0.32 -0.48
H9 -2.41 1.55 -1.81
H10 0.28 -1.87 0.86
H11 0.12 -0.10 -0.48
H12 1.13 2.93 1.45
H13 -1.19 2.63 1.24
H14 -2.70 -1.91 1.73
H15 0.35 2.45 -0.80
H16 -2.18 -3.01 0.77
H17 3.09 -0.14 -1.39
H18 -1.24 -0.61 3.14
H19 2.96 -2.39 -0.58
H20 -1.14 2.40 -1.81
H21 1.78 0.69 -2.87
H22 0.09 1.46 -2.65

Calculated values
**Highest occupied orbital energy**: -9.0 eV
**LUMO energy**: 0.17 eV
**Charge**: 0
**Multiplicity**: 1
**Orbital gap**: 9.16 eV

Atom charges from the Mulliken analysis, given in e for atoms 1 to 5: number 1, O, carries -0.6119; number 2, O, carries -0.6259; number 3, O, carries -0.4203; number 4, O, carries -0.6048; number 5, O, carries -0.6091

---

Of them, <w> has the highest stability.

---

<w>
Density functional theory data (ωB97M-V/def2-TZVPD) for a single C3H6ClN3 molecule.

Element x y z (Å)
Cl1 2.45 -0.24 1.02
N1 2.04 0.26 -0.59
N2 -0.50 1.06 0.15
N3 0.35 0.72 -0.83
C1 -1.22 0.03 0.78
C2 -0.04 -0.62 -1.08
C3 -0.93 -1.05 -0.19
H1 -0.17 1.95 0.70
H2 -0.92 -0.35 1.81
H3 -1.46 -2.10 -0.14
H4 2.20 1.35 -0.60
H5 0.52 -1.11 -1.86
H6 -2.30 0.12 0.83

Calculated values
**Highest occupied orbital energy**: -8.1 eV
**LUMO energy**: 0.89 eV
**Charge**: 0
**Multiplicity**: 1
**Orbital gap**: 8.97 eV

Atom charges from the Mulliken analysis, given in e for atoms 1 to 5: number 1, Cl, carries -0.1207; number 2, N, carries -0.3552; number 3, N, carries -0.0463; number 4, N, carries -0.3839; number 5, C, carries -0.2782

---

<x>
Density functional theory data (ωB97M-V/def2-TZVPD) for a single C3H6ClN3 molecule.

Element x y z (Å)
Cl1 2.51 0.33 -0.58
N1 -1.74 -0.52 -0.77
N2 0.28 2.23 0.26
N3 -0.61 0.05 0.08
C1 1.75 -0.87 0.25
C2 -0.61 1.42 -0.15
C3 0.40 -0.95 0.34
H1 -2.51 -1.03 -0.23
H2 1.33 1.87 0.38
H3 2.33 -1.57 0.89
H4 0.04 -1.61 1.18
H5 -1.51 -1.19 -1.35
H6 -1.67 1.83 -0.31

Calculated values
**Highest occupied orbital energy**: -8.8 eV
**LUMO energy**: 0.73 eV
**Charge**: 0
**Multiplicity**: 1
**Orbital gap**: 9.57 eV

Atom charges from the Mulliken analysis, given in e for atoms 1 to 5: number 1, Cl, carries -0.1883; number 2, N, carries -0.6267; number 3, N, carries -0.6270; number 4, N, carries 0.0996; number 5, C, carries -0.1705

---

Of them, <x> has the highest stability.

---

<w>
Density functional theory data (ωB97M-V/def2-TZVPD) for a single H2N2O3 molecule.

Element x y z (Å)
O1 0.24 -0.84 0.74
O2 1.00 0.90 -0.47
O3 -2.04 -0.18 -0.33
N1 -1.08 0.55 -0.44
N2 0.09 -0.11 -0.36
H1 1.10 1.30 0.44
H2 0.68 -1.62 0.43

Calculated values
**Highest occupied orbital energy**: -10.1 eV
**LUMO energy**: -0.29 eV
**Charge**: 0
**Multiplicity**: 1
**Orbital gap**: 9.78 eV

Atom charges from the Mulliken analysis, given in e for atoms 1 to 5: number 1, O, carries -0.4184; number 2, O, carries -0.3770; number 3, O, carries -0.3650; number 4, N, carries 0.0773; number 5, N, carries 0.3592

---

<x>
Density functional theory data (ωB97M-V/def2-TZVPD) for 2 unconnected molecules or ions with the total composition H2N2O3.

Element x y z (Å)
O1 -1.37 -0.56 0.60
O2 -1.25 0.38 -0.47
O3 2.50 1.15 0.41
N1 1.22 -0.57 -0.24
N2 1.80 0.35 0.04
H1 -0.68 -1.13 0.34
H2 -2.23 0.38 -0.68

Calculated values
**Highest occupied orbital energy**: -10.4 eV
**LUMO energy**: 1.10 eV
**Charge**: 0
**Multiplicity**: 1
**Orbital gap**: 11.47 eV

Atom charges from the Mulliken analysis, given in e for atoms 1 to 5: number 1, O, carries -0.3582; number 2, O, carries -0.3457; number 3, O, carries -0.5461; number 4, N, carries -0.4393; number 5, N, carries 0.9554

---

<y>
Density functional theory data (ωB97M-V/def2-TZVPD) for a single H2N2O3 molecule.

Element x y z (Å)
O1 -2.23 -0.18 0.08
O2 -0.61 1.35 0.03
O3 -0.11 -0.88 0.12
N1 -1.11 0.14 0.13
N2 1.20 -0.45 -0.20
H1 1.49 -0.18 0.72
H2 1.37 0.19 -0.88

Calculated values
**Highest occupied orbital energy**: -10.9 eV
**LUMO energy**: -0.17 eV
**Charge**: 0
**Multiplicity**: 1
**Orbital gap**: 10.77 eV

Atom charges from the Mulliken analysis, given in e for atoms 1 to 5: number 1, O, carries -0.4766; number 2, O, carries -0.5215; number 3, O, carries -0.2135; number 4, N, carries 0.9892; number 5, N, carries -0.3454

---

Of them, <x> has the highest stability.

---

<w>
Density functional theory data (ωB97M-V/def2-TZVPD) for 2 unconnected molecules or ions with the total composition CH3Cl2O2PS.

Element x y z (Å)
Cl1 -3.45 -1.75 0.13
Cl2 -3.63 1.32 0.59
S1 2.86 0.70 0.20
P1 -2.73 -0.30 1.32
O1 1.54 0.94 0.85
O2 -1.37 -0.25 0.47
C1 2.69 -0.21 -1.07
H1 3.39 -0.61 -1.79
H2 1.56 -0.45 -1.23
H3 -0.85 0.62 0.52

Calculated values
**Highest occupied orbital energy**: -9.6 eV
**LUMO energy**: -0.45 eV
**Charge**: 0
**Multiplicity**: 1
**Orbital gap**: 9.16 eV

Atom charges from the Mulliken analysis, given in e for atoms 1 to 5: number 1, Cl, carries -0.1827; number 2, Cl, carries -0.1916; number 3, S, carries 0.2961; number 4, P, carries 0.3548; number 5, O, carries -0.4880

---

<x>
Density functional theory data (ωB97M-V/def2-TZVPD) for 2 unconnected molecules or ions with the total composition CH3Cl2O2PS.

Element x y z (Å)
Cl1 -3.42 0.38 -0.49
Cl2 -1.90 -1.77 -2.10
S1 0.11 0.21 -0.01
P1 -2.58 -1.40 -0.28
O1 -0.56 1.46 0.35
O2 0.43 0.05 -1.43
C1 1.77 0.26 0.88
H1 2.52 -0.02 0.15
H2 1.89 1.27 1.22
H3 1.74 -0.44 1.71

Calculated values
**Highest occupied orbital energy (spin up / spin down)**: -8.4 / -9.4 eV
**LUMO energy (spin up / spin down)**: -2.15 / -1.51 eV
**Charge**: 0
**Multiplicity**: 1
**Orbital gap (spin up / spin down)**: 6.22 / 7.87 eV

Atom charges from the Mulliken analysis, given in e for atoms 1 to 5: number 1, Cl, carries -0.0977; number 2, Cl, carries -0.1037; number 3, S, carries 0.7882; number 4, P, carries 0.3367; number 5, O, carries -0.4950

---

Of them, <w> has the highest stability.

---

<w>
Density functional theory data (ωB97M-V/def2-TZVPD) for 2 unconnected molecules or ions with the total composition C2H5NO4.

Element x y z (Å)
O1 0.37 -1.21 1.19
O2 -0.19 -1.35 -1.00
O3 1.66 -1.59 0.81
O4 -1.74 -1.04 0.61
N1 1.01 1.35 -0.12
C1 -0.50 -1.14 0.14
C2 -0.17 1.82 -0.17
H1 -2.38 -1.17 -0.11
H2 -0.61 2.34 -1.02
H3 1.77 -1.23 -0.09
H4 1.52 1.36 -1.00
H5 -0.73 1.85 0.76

Calculated values
**Highest occupied orbital energy**: -10.4 eV
**LUMO energy**: 0.51 eV
**Charge**: 0
**Multiplicity**: 1
**Orbital gap**: 10.88 eV

Atom charges from the Mulliken analysis, given in e for atoms 1 to 5: number 1, O, carries -0.1111; number 2, O, carries -0.5505; number 3, O, carries -0.2958; number 4, O, carries -0.4463; number 5, N, carries -0.4418

---

<x>
Density functional theory data (ωB97M-V/def2-TZVPD) for a molecular structure, C2H5NO4.

Element x y z (Å)
O1 1.09 1.46 -0.02
O2 -0.26 -0.57 -2.64
O3 0.97 1.22 -2.68
O4 -1.13 1.22 -0.33
N1 0.31 0.37 -2.15
C1 0.20 -0.76 0.27
C2 0.11 0.62 -0.34
H1 -0.62 -0.90 0.97
H2 0.14 -1.53 -0.49
H3 1.14 -0.84 0.81
H4 0.94 2.32 -0.43
H5 -1.82 0.60 -0.59

Calculated values
**Highest occupied orbital energy**: -9.7 eV
**LUMO energy**: 0.60 eV
**Charge**: 0
**Multiplicity**: 1
**Orbital gap**: 10.27 eV

Atom charges from the Mulliken analysis, given in e for atoms 1 to 5: number 1, O, carries -0.4839; number 2, O, carries -0.5591; number 3, O, carries -0.5853; number 4, O, carries -0.5287; number 5, N, carries 0.8216

---

Of them, <x> has the highest stability.

---

<w>
Density functional theory data (ωB97M-V/def2-TZVPD) for a molecular structure, H5O2.

Element x y z (Å)
O1 -0.49 1.09 -0.03
O2 0.49 -1.06 0.12
H1 0.43 -1.73 -0.59
H2 -0.08 0.04 0.08
H3 1.13 -1.34 0.77
H4 0.11 1.70 -0.43
H5 -1.38 1.09 -0.44

Calculated values
**Highest occupied orbital energy**: -19.2 eV
**LUMO energy**: -4.25 eV
**Charge**: +1
**Multiplicity**: 1
**Orbital gap**: 14.91 eV

Atom charges from the Mulliken analysis, given in e for atoms 1 to 5: number 1, O, carries -0.4936; number 2, O, carries -0.5312; number 3, H, carries 0.3757; number 4, H, carries 0.4635; number 5, H, carries 0.3583

---

<x>
Density functional theory data (ωB97M-V/def2-TZVPD) for a molecular structure, H5O2.

Element x y z (Å)
O1 0.22 -1.04 -0.35
O2 -0.18 1.25 0.44
H1 -1.11 1.43 0.49
H2 -0.33 -1.91 -0.35
H3 0.26 1.74 -0.27
H4 1.09 -1.47 -0.34
H5 0.05 0.01 0.40

Calculated values
**Highest occupied orbital energy**: -19.4 eV
**LUMO energy**: -4.40 eV
**Charge**: +1
**Multiplicity**: 1
**Orbital gap**: 15.04 eV

Atom charges from the Mulliken analysis, given in e for atoms 1 to 5: number 1, O, carries -0.5954; number 2, O, carries -0.5495; number 3, H, carries 0.4128; number 4, H, carries 0.4193; number 5, H, carries 0.4089

---

Of them, <w> has the highest stability.

---

<w>
Density functional theory data (ωB97M-V/def2-TZVPD) for a molecular structure, C4H7P3.

Element x y z (Å)
P1 3.06 -0.95 0.31
P2 1.04 -1.50 0.00
P3 3.10 1.18 -0.22
C1 -1.16 0.36 0.08
C2 1.48 1.51 -0.23
C3 -2.21 -0.69 0.42
C4 0.24 -0.06 0.09
H1 -2.38 -1.37 -0.37
H2 -3.24 -0.09 0.46
H3 3.85 -1.28 -0.95
H4 -1.97 -1.41 1.24
H5 -1.45 0.70 -0.84
H6 -1.36 1.12 0.72
H7 1.00 2.48 -0.71

Calculated values
**Highest occupied orbital energy**: -8.8 eV
**LUMO energy**: 0.04 eV
**Charge**: 0
**Multiplicity**: 1
**Orbital gap**: 8.79 eV

Atom charges from the Mulliken analysis, given in e for atoms 1 to 5: number 1, P, carries -0.1982; number 2, P, carries -0.1098; number 3, P, carries -0.0877; number 4, C, carries -0.4344; number 5, C, carries -0.1871

---

<x>
Density functional theory data (ωB97M-V/def2-TZVPD) for a single C4H7P3 molecule.

Element x y z (Å)
P1 -0.18 -2.91 1.09
P2 0.33 3.20 -1.44
P3 -0.06 0.38 -0.27
C1 -0.35 3.75 0.02
C2 1.05 1.58 -1.03
C3 -1.69 -2.84 0.36
C4 0.75 -1.25 0.51
H1 -1.05 4.51 0.02
H2 1.44 -1.78 -0.07
H3 1.26 -0.79 1.25
H4 2.05 1.40 -1.31
H5 -2.50 -3.55 0.51
H6 -0.29 3.07 0.83
H7 -2.00 -1.92 -0.13

Calculated values
**Highest occupied orbital energy**: -8.9 eV
**LUMO energy**: -0.75 eV
**Charge**: 0
**Multiplicity**: 1
**Orbital gap**: 8.16 eV

Atom charges from the Mulliken analysis, given in e for atoms 1 to 5: number 1, P, carries 0.0251; number 2, P, carries 0.0009; number 3, P, carries 0.1413; number 4, C, carries -0.5618; number 5, C, carries -0.4414

---

Of them, <w> has the highest stability.

---

<w>
Density functional theory data (ωB97M-V/def2-TZVPD) for 2 unconnected molecules or ions with the total composition C2HN2O2.

Element x y z (Å)
O1 -0.30 -2.96 1.03
O2 0.91 1.54 -0.81
N1 -1.36 2.18 -0.68
N2 0.09 -1.88 0.65
C1 -0.29 1.74 -0.66
C2 0.40 -0.77 0.55
H1 0.54 0.14 -0.10

Calculated values
**Highest occupied orbital energy**: -4.7 eV
**LUMO energy**: 4.17 eV
**Charge**: -1
**Multiplicity**: 1
**Orbital gap**: 8.88 eV

Atom charges from the Mulliken analysis, given in e for atoms 1 to 5: number 1, O, carries -0.6879; number 2, O, carries -0.6948; number 3, N, carries -0.6035; number 4, N, carries 0.5107; number 5, C, carries 0.3557

---

<x>
Density functional theory data (ωB97M-V/def2-TZVPD) for 2 unconnected molecules or ions with the total composition C2HN2O2.

Element x y z (Å)
O1 0.82 -3.38 -0.67
O2 1.32 -2.24 1.26
N1 1.28 0.81 -0.79
N2 0.07 0.44 -0.70
C1 1.12 -2.58 0.15
C2 1.12 -0.48 -1.31
H1 1.13 -0.44 -2.54

Calculated values
**Highest occupied orbital energy (spin up / spin down)**: -2.4 / -2.4 eV
**LUMO energy (spin up / spin down)**: 4.17 / 4.17 eV
**Charge**: -1
**Multiplicity**: 1
**Orbital gap (spin up / spin down)**: 6.56 / 6.56 eV

Atom charges from the Mulliken analysis, given in e for atoms 1 to 5: number 1, O, carries -0.4113; number 2, O, carries -0.4028; number 3, N, carries -0.3264; number 4, N, carries -0.3066; number 5, C, carries 0.5674

---

Of them, <w> has the highest stability.